[1]
Entry from the Open Molecules 2025 dataset: C2F2N2O2 in the gas phase in a non-equilibrium geometry (wB97M-V/def2-TZVPD).

```
! wB97M-V def2-TZVPD RIJCOSX def2/J DEFGRID3
* xyz 0 1
C -1.063 0.441 -0.098
C 0.242 -0.182 -0.286
N -0.869 -0.866 -0.054
N 1.453 0.025 -0.467
O -1.395 -2.022 0.194
O -1.553 1.433 0.140
F 1.710 1.320 0.263
F 2.584 -0.833 0.016
*
```

orbital gap (spin up / spin down): 8.358 / 8.360 eV
energy above the lowest of the compared OMol25 structures with the same formula, charge and spin: 181.19 kcal/mol
E_tot: -14573.4715 eV
maximum force: 8.6 eV/A
E_LUMO (spin up / spin down): -2.08 / -2.08 eV
highest occupied orbital energy (spin up / spin down): -10.4351 / -10.4361 eV

=====

[2]
Entry from the Open Molecules 2025 dataset: 2 unconnected molecules or ions with the total composition C2F2S3 in a non-equilibrium geometry (wB97M-V/def2-TZVPD).

```
! wB97M-V def2-TZVPD RIJCOSX def2/J DEFGRID3
* xyz 0 1
C -0.697 -1.914 0.344
C 0.569 1.228 -0.747
F 1.105 0.936 -1.908
F -0.090 2.363 -0.992
S 0.632 -2.662 0.525
S -2.135 -1.343 0.144
S 0.603 0.492 0.696
*
```

orbital gap: 8.707 eV
energy above the lowest of the compared OMol25 structures with the same formula, charge and spin: 9.72 kcal/mol
E_tot: -40013.3788 eV
maximum force: 2.4 eV/A
E_LUMO: -0.62 eV
highest occupied orbital energy: -9.3280 eV

=====

[3]
Entry from the Open Molecules 2025 dataset: 2 unconnected molecules or ions with the total composition C2F4 in a non-equilibrium geometry (wB97M-V/def2-TZVPD).

```
! wB97M-V def2-TZVPD RIJCOSX def2/J DEFGRID3
* xyz 0 1
C -1.090 -0.407 0.963
C 0.227 0.767 -0.748
F -0.980 -1.510 0.145
F -0.046 -0.320 1.778
F 1.329 1.123 -0.202
F 0.561 0.346 -1.936
*
```

orbital gap: 9.721 eV
energy above the lowest of the compared OMol25 structures with the same formula, charge and spin: 78.54 kcal/mol
E_tot: -12938.9390 eV
maximum force: 2.4 eV/A
E_LUMO: -0.67 eV
highest occupied orbital energy: -10.3946 eV

=====

[4]
Entry from the Open Molecules 2025 dataset: 2 unconnected molecules or ions with the total composition C2F4N2 in a non-equilibrium geometry (wB97M-V/def2-TZVPD).

```
! wB97M-V def2-TZVPD RIJCOSX def2/J DEFGRID3
* xyz 0 1
C -1.802 -0.728 1.183
C 0.554 0.554 -0.242
N -1.905 -1.439 2.086
N -0.050 -0.183 -1.334
F -0.390 1.279 0.256
F 1.063 -0.277 0.689
F 1.575 1.324 -0.578
F 0.955 -0.530 -2.060
*
```

orbital gap (spin up / spin down): 7.826 / 10.634 eV
energy above the lowest of the compared OMol25 structures with the same formula, charge and spin: 116.01 kcal/mol
E_tot: -15916.7420 eV
maximum force: 2.8 eV/A
E_LUMO (spin up / spin down): -4.27 / -2.10 eV
highest occupied orbital energy (spin up / spin down): -12.0977 / -12.7319 eV

=====

[5]
Entry from the Open Molecules 2025 dataset: a molecular structure, C2F6KNO4S2 in a non-equilibrium geometry (wB97M-V/def2-TZVPD).

```
! wB97M-V def2-TZVPD RIJCOSX def2/J DEFGRID3
* xyz 0 1
K -1.151 -1.000 -2.732
C -1.735 1.778 0.248
F -1.965 2.972 0.747
F -2.056 0.863 1.125
F -2.536 1.688 -0.835
S 0.024 1.567 -0.395
O 0.034 2.045 -1.769
O 0.961 2.316 0.406
N 0.037 -0.148 -0.439
S 0.963 -0.572 0.718
O 2.302 0.061 0.766
O 0.239 -0.598 2.000
C 1.182 -2.435 0.126
F 1.473 -2.516 -1.218
F 2.188 -2.939 0.825
F 0.041 -3.082 0.428
*
```

orbital gap: 8.453 eV
energy above the lowest of the compared OMol25 structures with the same formula, charge and spin: 26.87 kcal/mol
E_tot: -66053.1496 eV
maximum force: 5.1 eV/A
E_LUMO: -1.33 eV
highest occupied orbital energy: -9.7806 eV

=====

[6]
Entry from the Open Molecules 2025 dataset: a molecular structure, C2F6NO4S2Tm in a non-equilibrium geometry (wB97M-V/def2-TZVPD).

```
! wB97M-V def2-TZVPD RIJCOSX def2/J DEFGRID3
* xyz 0 3
O 2.427 0.143 6.742
Tm 3.931 -0.332 5.051
N 3.708 0.975 3.044
S 0.821 0.275 6.425
O 0.047 -0.756 7.189
C 0.469 1.832 7.414
F -0.820 2.139 7.283
F 1.192 2.851 6.965
F 0.734 1.649 8.701
S 3.825 -0.228 2.134
O 3.878 -1.506 3.003
O 4.776 -0.272 1.003
C 2.205 -0.521 1.245
F 1.208 -0.645 2.120
F 1.935 0.514 0.449
F 2.239 -1.625 0.503
*
```

orbital gap (spin up / spin down): 7.002 / 6.166 eV
energy above the lowest of the compared OMol25 structures with the same formula, charge and spin: 3.26 kcal/mol
E_tot: -79256.6417 eV
<S²>: 2.01
maximum force: 3.5 eV/A
E_LUMO (spin up / spin down): -2.87 / -3.69 eV
highest occupied orbital energy (spin up / spin down): -9.8745 / -9.8594 eV

=====

[7]
Entry from the Open Molecules 2025 dataset: a molecular structure, C2F6NaO6S2 in a non-equilibrium geometry (wB97M-V/def2-TZVPD).

```
! wB97M-V def2-TZVPD RIJCOSX def2/J DEFGRID3
* xyz -1 1
Na 0.370 1.346 -2.497
C 2.776 0.289 1.201
F 3.006 1.611 1.070
F 3.737 -0.189 1.999
F 1.589 0.125 1.773
S 2.832 -0.576 -0.430
O 4.187 -0.371 -0.879
O 2.450 -1.918 -0.112
O 1.855 0.161 -1.236
C -3.287 0.417 0.468
F -4.099 -0.370 1.185
F -4.036 1.391 -0.076
F -2.413 0.990 1.310
S -2.373 -0.605 -0.772
O -1.599 -1.467 0.065
O -3.414 -1.220 -1.561
O -1.581 0.384 -1.508
*
```

orbital gap: 7.892 eV
E_tot: -56755.3514 eV
maximum force: 1.4 eV/A
E_LUMO: 1.34 eV
highest occupied orbital energy: -6.5554 eV

=====

[8]
Entry from the Open Molecules 2025 dataset: 2 unconnected molecules or ions with the total composition C2F7N in a non-equilibrium geometry (wB97M-V/def2-TZVPD).

```
! wB97M-V def2-TZVPD RIJCOSX def2/J DEFGRID3
* xyz 0 1
C -2.062 -0.080 0.002
C 1.586 -0.264 0.008
N 0.896 0.677 -0.767
F -2.439 -0.668 -1.086
F -1.974 -0.824 1.057
F -2.513 1.120 0.188
F 1.205 -1.484 -0.392
F 1.323 -0.193 1.329
F 2.921 -0.203 -0.106
F 1.057 1.919 -0.232
*
```

orbital gap (spin up / spin down): 12.217 / 6.744 eV
energy above the lowest of the compared OMol25 structures with the same formula, charge and spin: 29.68 kcal/mol
E_tot: -22581.2542 eV
maximum force: 3.6 eV/A
E_LUMO (spin up / spin down): 0.14 / -2.26 eV
highest occupied orbital energy (spin up / spin down): -12.0815 / -9.0077 eV